# 1
Entry from the Open Molecules 2025 dataset: an isolated molecule of C4H3N3O at a distorted geometry (ωB97M-V with the def2-TZVPD basis set).

The geometry in XYZ format:
```
11
Properties=species:S:1:pos:R:3:forces:R:3:nbo_charge:R:1
O -1.8602 1.8306 0.5821 2.501 -8.391 5.913 -0.52
N 1.8418 -0.7406 0.1415 -1.586 -0.624 -1.729 -0.19
N 0.3695 -0.3908 -1.7684 0.518 -0.716 3.549 -0.21
N 1.5992 -0.7869 -1.1384 -0.294 0.901 -0.911 0.01
C 0.7652 -0.4952 0.9423 5.402 -0.783 1.317 0.03
C -1.4171 0.6224 1.3422 -0.418 5.530 -4.021 0.35
C -0.3860 -0.2421 0.4723 -6.832 3.534 1.359 -0.20
C -0.5891 -0.1188 -0.8620 1.319 -0.826 -3.172 0.08
H -1.4884 0.3761 2.5294 -0.364 1.092 -2.926 0.21
H 1.0187 -0.3862 1.9517 0.256 -0.094 1.498 0.21
H -1.5604 0.1955 -1.1504 -0.502 0.378 -0.876 0.23
```
Forces are in eV/Å.

Computed properties:
SMILES: O=Cc1cnnnc1
net charge: 0
LUMO level: -0.0623 Ha
HOMO level: -10.3 eV
ΔE to the lowest compared entry with this formula, charge and spin: 5.562 eV

---

# 2
Entry from the Open Molecules 2025 dataset: an isolated molecule of C4H8N2O (ωB97M-V with the def2-TZVPD basis set).

The geometry in XYZ format:
```
15
Properties=species:S:1:pos:R:3:forces:R:3:nbo_charge:R:1
O 2.5905 0.6541 0.4461 -0.070 0.070 0.254 -0.71
N -0.3511 0.0648 0.8010 -0.182 -0.241 -0.157 -0.54
N -1.6891 -0.6537 -1.3186 0.581 0.067 -0.043 -0.66
C 1.7999 -0.2200 -0.3301 -0.180 -0.246 -0.267 -0.07
C -1.7003 0.3060 0.7721 0.150 0.163 0.169 -0.30
C 0.3534 0.2230 -0.4215 0.171 0.174 0.053 -0.16
C -0.4986 -0.5450 -1.5641 -0.618 -0.025 0.199 0.18
H -2.5990 -0.7745 -0.9159 0.024 -0.018 -0.057 0.46
H -0.1305 -0.8231 1.2439 -0.001 0.116 -0.010 0.38
H -2.2696 -0.1217 1.5944 0.061 0.040 -0.168 0.19
H 0.2992 1.2651 -0.7581 -0.015 -0.124 0.007 0.22
H 1.8387 -1.2543 0.0569 0.010 0.164 -0.026 0.15
H 2.1190 0.8092 1.2745 0.138 0.033 -0.086 0.47
H 2.2292 -0.2351 -1.3338 -0.085 -0.002 0.125 0.21
H -1.9918 1.3051 0.4533 0.015 -0.170 0.005 0.19
```
Forces are in eV/Å.

Computed properties:
net charge: 0
LUMO level (spin up / spin down): 0.0274 / 0.0275 Ha
HOMO level (spin up / spin down): -7.1 / -7.1 eV
ΔE to the lowest compared entry with this formula, charge and spin: 5.310 eV

---

# 3
Entry from the Open Molecules 2025 dataset: an isolated molecule of C4H9NO (ωB97M-V with the def2-TZVPD basis set).

The geometry in XYZ format:
```
15
Properties=species:S:1:pos:R:3:forces:R:3:nbo_charge:R:1
O 0.7425 -1.5641 -1.2257 0.034 -0.037 0.080 -0.50
N 0.0558 0.4174 -0.2916 0.203 -0.389 0.028 -0.51
C 0.0525 1.2432 0.9138 0.011 0.179 0.156 -0.24
C 0.2236 -1.1104 -2.4706 -0.093 0.043 -0.245 -0.26
C 0.6271 -0.7039 -0.2052 -0.112 0.273 0.037 0.41
C -0.7961 0.6664 2.0448 -0.059 -0.070 0.037 -0.62
H 1.0982 -1.1257 0.6884 -0.004 0.085 -0.053 0.15
H -0.3408 2.2248 0.6315 0.075 -0.132 0.050 0.20
H 0.3998 -1.9202 -3.1802 -0.039 0.124 0.113 0.19
H -0.8228 1.3515 2.8994 0.005 -0.082 -0.147 0.21
H 1.0800 1.4083 1.2700 -0.130 -0.033 -0.054 0.18
H 0.7398 -0.2009 -2.7901 -0.064 -0.097 0.037 0.19
H -1.8232 0.4946 1.7064 0.139 0.030 0.037 0.21
H -0.8437 -0.8909 -2.3881 0.108 -0.037 -0.016 0.19
H -0.3927 -0.2901 2.3972 -0.074 0.144 -0.061 0.20
```
Forces are in eV/Å.

Computed properties:
SMILES: CC/N=C/OC
net charge: 0
LUMO level: 0.0403 Ha
HOMO level: -9.7 eV
ΔE to the lowest compared entry with this formula, charge and spin: 1.498 eV

---

# 4
Entry from the Open Molecules 2025 dataset: a structure of composition C22H26Br42F7N2O2S at a distorted geometry (ωB97M-V with the def2-TZVPD basis set).

The geometry in XYZ format:
```
102
Properties=species:S:1:pos:R:3:forces:R:3:mulliken_charge:R:1
Br -2.6817 3.1332 -3.3904 0.098 0.363 0.250 0.00
Br 1.2447 2.4237 -5.4509 -0.271 0.369 -0.223 -0.01
Br 10.7126 -6.7284 3.5896 -0.242 0.184 0.430 0.00
Br 3.7148 3.5422 3.1220 -0.192 0.352 -0.194 -0.04
Br -4.5672 12.0792 -11.1824 0.049 0.348 -0.314 -0.01
Br -0.7321 -5.7049 -3.3233 0.195 0.542 0.265 0.02
Br 2.3162 -0.9178 9.4520 -0.146 0.311 -0.432 -0.02
Br 6.8423 -6.2118 2.2918 -0.075 0.479 -0.231 0.02
Br 9.7164 -4.1885 5.3046 0.006 -0.476 -0.065 -0.01
Br -12.3818 -2.5891 11.4291 0.423 -0.069 -0.323 -0.03
Br -5.8871 14.7831 -12.3361 0.379 -0.341 -0.011 -0.05
Br 0.2940 9.8726 -15.6731 -0.386 -0.180 0.229 -0.02
Br 0.9384 5.1737 3.0004 0.411 -0.198 -0.240 -0.01
Br -3.0070 7.3783 -9.3179 0.260 -0.316 -0.318 0.01
Br 0.1787 -0.2338 7.1395 0.621 1.277 1.550 0.05
Br 8.3976 -7.0863 5.8025 0.341 0.222 -0.130 -0.03
Br 5.7268 -4.6108 -0.2727 0.153 0.004 0.414 0.02
Br -0.6060 6.9055 -11.4146 -0.323 -0.188 0.272 0.02
Br -2.1070 10.3454 -13.5764 0.238 -0.338 -0.250 0.10
Br -3.2574 -1.8661 -2.9109 -0.427 0.301 0.221 -0.03
Br 3.1035 1.1177 7.0811 -0.288 0.058 0.845 0.05
Br -9.1799 -2.7698 11.1128 -0.426 -0.017 -0.226 0.00
Br 5.8213 -8.2494 -4.0827 -0.493 0.233 0.299 0.01
Br 4.0022 -8.3115 -1.4235 0.061 0.194 -0.413 -0.02
Br -5.5724 -2.2240 -0.6980 0.409 0.231 -0.126 0.00
Br 3.1534 5.5887 0.6969 -0.198 -0.333 0.410 -0.02
Br -11.0962 -4.1006 8.8899 0.049 0.315 0.365 -0.01
Br 0.2678 -2.7279 -4.0461 -0.060 -0.383 0.447 0.04
Br -8.1862 -1.8893 3.2586 0.218 -0.140 0.444 -0.02
Br 0.7719 5.5949 -5.7731 -0.158 -0.495 -0.131 -0.01
Br 3.7985 -5.8202 -3.4574 0.098 -0.300 0.064 -0.04
Br -0.7309 -3.4114 -1.0595 0.221 -0.190 0.053 0.11
Br -0.7654 4.4640 -1.1675 -0.424 -0.015 -0.234 0.06
Br -4.2535 0.6738 -1.1959 0.049 -0.603 0.041 0.07
Br -3.2157 5.0169 -11.5007 0.307 0.322 0.260 0.00
Br -2.3157 7.9840 -15.7592 0.293 0.301 0.279 -0.01
Br 6.6249 -2.9976 2.3684 0.715 -0.244 -0.435 0.09
Br -5.6749 -2.4710 5.1924 -1.027 -0.312 0.471 0.04
Br -8.5869 -1.9162 6.4559 0.302 -0.148 -0.417 0.02
Br -3.9673 4.6446 -0.8512 0.385 -0.125 -0.316 -0.04
Br -2.7370 14.2316 -12.7321 -0.459 -0.201 0.098 0.00
Br -0.1828 3.5791 -8.0989 0.165 -0.025 0.433 -0.04
S 3.1861 -0.3117 2.4291 2.412 5.381 -5.167 0.92
F -2.7408 -2.3750 1.7530 0.604 2.941 3.904 -0.23
F 0.3519 -1.9595 5.4052 -1.468 -0.435 -4.812 -0.31
F -4.1518 -1.3347 3.3689 5.617 -0.116 -2.201 -0.18
F -2.1456 -3.3209 4.5308 1.155 4.578 -1.491 -0.26
F 0.1854 -0.2964 3.7087 -1.618 -4.576 1.014 -0.24
F -2.2679 -1.1003 5.3974 1.247 -2.446 -4.290 -0.28
F -2.4021 -0.0848 2.3399 -0.654 -4.974 2.098 -0.19
O 4.6078 -0.1172 1.7714 -4.396 -1.845 2.933 -0.59
O 2.2337 0.7393 1.7896 2.214 -4.066 2.994 -0.44
N 1.1323 -2.2072 1.7900 1.046 -1.021 1.831 0.35
N 2.6725 -3.5199 4.1575 0.146 -1.630 -0.661 0.00
C 1.2790 -3.9717 3.7826 -1.977 -1.262 -0.355 -0.97
C 0.1043 3.8159 -6.1895 -0.205 0.072 0.170 -0.02
C 0.4382 -2.8165 2.9766 -1.332 -0.429 -0.432 -0.28
C 2.6192 -2.0668 1.9276 -0.319 -1.429 -0.810 -0.40
C -1.8388 -1.8861 4.1816 -0.538 -0.135 2.999 0.29
C -2.4726 4.5685 -2.0941 0.054 0.263 -0.070 -0.35
C -1.1287 9.0419 -14.6385 0.074 -0.108 0.107 -0.03
C 3.3765 -3.1678 2.8668 2.495 1.572 -1.476 -0.54
C 1.6713 0.4238 8.1997 -0.348 0.270 0.408 -0.38
C 6.9265 -4.5661 1.2580 0.210 -0.189 -0.067 -0.44
C -2.0287 6.0749 -10.3800 -0.024 -0.131 0.110 0.39
C 3.4393 -0.1124 4.2741 -0.031 0.582 1.064 -0.91
C -10.8872 -2.6653 10.1862 -0.048 0.200 -0.089 -0.28
C 2.3679 4.3472 1.9720 -0.222 -0.151 -0.220 -0.04
C -7.5969 -2.6484 4.9500 -0.166 -0.267 0.082 -0.41
C -2.7227 -1.4224 2.8861 -4.019 1.643 -1.827 0.73
C 10.0027 -6.1126 5.2929 0.210 -0.030 0.073 -0.32
C 4.1301 -7.7283 -3.2750 -0.045 -0.294 -0.154 -0.33
C -4.5049 13.4354 -12.5756 -0.050 -0.044 -0.226 -0.32
C -3.9673 -1.2503 -1.2076 0.078 0.029 0.145 0.39
C -0.2127 -1.6901 4.0292 1.585 0.714 0.981 0.79
C 0.1320 -4.0911 -2.6650 0.345 -0.186 -0.407 -0.19
H 3.0716 -2.2041 0.8305 -0.671 0.690 2.571 0.43
H -0.8727 3.7195 -5.7048 0.437 0.034 -0.203 0.03
H 4.0166 -1.0286 4.7177 -1.004 1.698 -0.923 0.34
H 0.7529 -4.3964 4.7379 0.787 1.179 -1.858 0.38
H 1.2956 1.2625 8.7950 0.264 -0.338 -0.250 0.38
H 3.3389 -8.2447 -3.8283 0.335 0.266 0.257 0.37
H -0.6516 8.3506 -13.9362 -0.258 0.317 -0.325 -0.03
H -10.8895 -1.7250 9.6253 -0.004 -0.431 0.263 0.31
H 0.8252 -2.6041 0.8748 0.385 0.432 1.113 -0.06
H -2.4750 5.5088 -2.6550 0.004 -0.426 0.257 0.36
H 3.6224 -4.1042 2.1868 -0.779 1.623 1.822 0.36
H 7.9450 -4.4878 0.8639 -0.430 0.012 0.192 0.44
H 3.1812 -4.3606 4.5645 -0.662 1.240 -0.480 0.41
H -0.5225 -3.3764 2.5390 2.140 1.102 1.045 0.46
H 2.4496 0.1113 4.8654 1.786 -0.739 -1.622 0.21
H 1.9166 3.5358 1.3918 0.245 0.267 0.302 0.11
H 1.3723 -4.8936 3.0298 0.098 2.152 1.620 0.37
H 1.1543 -4.3668 -2.3862 -0.464 0.102 -0.094 0.08
H 4.1219 0.8563 4.4146 -1.455 -2.245 -0.779 0.40
H -1.5516 5.3835 -9.6777 -0.208 0.375 -0.319 -0.36
H 10.7617 -6.3276 6.0521 -0.360 0.094 -0.336 0.35
H 2.7212 -2.7765 4.8881 -0.404 -0.316 -0.750 0.45
H -4.7128 12.9293 -13.5240 0.099 0.216 0.430 0.36
H -7.8170 -3.7203 4.9134 0.101 0.498 0.019 0.37
H 4.4322 -2.7049 3.1773 -2.531 -1.143 -0.855 -0.20
H -3.2083 -1.4653 -0.4483 -0.334 0.096 -0.369 -0.44
```
Forces are in eV/Å.

Computed properties:
net charge: +1
LUMO level: -0.1289 Ha
HOMO level: -10.8 eV